The following is a quantum chemistry calculation of a molecular structure, C20H41BrCl14GaO in a non-equilibrium geometry, from the OMol25 dataset.

Frontier orbital gap in eV: 6.8
Electronic energy in Eh: -11803.3414
Lowest unoccupied orbital energy in eV: 1.9

Structure (ORCA input):
```
! RIJCOSX wB97M-V def2-TZVPD def2/J DEFGRID3
* xyz -1 1
Br 4.1731 3.4057 -0.7789
C 3.5836 1.5750 -1.1554
C 2.1564 1.3713 -0.6316
C 2.0326 -0.0294 -0.0466
Ga 2.4088 -1.4511 -1.4629
C 2.3432 -3.3811 -0.7252
C 3.5950 -3.7206 0.0033
C 4.8173 -3.6704 -0.7870
O 4.4456 -2.6793 0.2402
H 4.2436 0.8840 -0.6663
H 3.5834 1.4336 -2.2185
H 1.9585 2.1268 0.1204
H 1.4939 1.5210 -1.4786
H 2.7334 -0.0698 0.7846
H 1.0179 -0.1808 0.3108
H 3.8749 -1.1554 -2.0921
H 1.3756 -1.2991 -2.6697
H 2.3034 -4.0845 -1.5513
H 1.5717 -3.5391 0.0221
H 3.5271 -4.4980 0.7298
H 4.6542 -3.3276 -1.7940
H 5.7879 -3.8644 -0.3687
Cl -2.1727 0.6910 0.0175
C -2.3959 1.9967 1.2149
C -1.3396 1.9825 2.2873
Cl -1.4942 0.5593 3.3610
H -3.3913 1.8958 1.6345
H -2.3391 2.9384 0.6702
H -1.4323 2.8636 2.9172
H -0.3499 1.9644 1.8516
Cl -2.8478 4.2249 7.4214
C -4.5206 3.6193 7.3748
C -4.8151 2.8778 6.0994
Cl -4.8441 3.9903 4.7078
H -5.1905 4.4668 7.4950
H -4.6418 2.9569 8.2304
H -5.8003 2.4183 6.1607
H -4.0786 2.1028 5.9006
Cl 7.6968 0.6914 3.3503
C 6.6247 -0.4487 2.4791
C 5.4019 0.2198 1.9191
Cl 4.2829 0.7559 3.2050
H 6.3603 -1.2461 3.1679
H 7.2089 -0.8714 1.6644
H 4.8544 -0.4880 1.2938
H 5.6583 1.0875 1.3150
Cl 1.1893 4.0331 1.9020
C 1.7709 5.1851 3.1293
C 1.7033 4.6401 4.5296
Cl 0.0438 4.5083 5.1736
H 1.2122 6.1124 3.0293
H 2.8126 5.3801 2.8786
H 2.2281 5.3138 5.2050
H 2.1696 3.6598 4.5880
Cl -0.8607 -1.4857 -3.7197
C -0.4547 -2.1988 -5.2828
C -1.0950 -3.5497 -5.4785
Cl -0.4060 -4.7856 -4.3900
H 0.6314 -2.2564 -5.3477
H -0.8111 -1.5133 -6.0523
H -0.9223 -3.8960 -6.4969
H -2.1671 -3.5108 -5.2996
Cl -3.6329 -6.1629 -2.8176
C -2.9700 -4.9831 -1.6518
C -3.8980 -3.8163 -1.4444
Cl -3.9972 -2.7894 -2.8953
H -1.9986 -4.6587 -2.0181
H -2.8308 -5.5117 -0.7104
H -3.5208 -3.1892 -0.6378
H -4.9027 -4.1449 -1.1896
Cl -5.7981 1.1335 -7.5431
C -6.1278 0.4199 -5.9402
C -4.9067 0.3947 -5.0605
Cl -3.6748 -0.7474 -5.6414
H -6.5225 -0.5804 -6.0960
H -6.8995 1.0314 -5.4756
H -5.1855 0.0716 -4.0580
H -4.4439 1.3756 -4.9909
*
```



The following is a quantum chemistry calculation of 4 unconnected molecules or ions with the total composition C20H41BrF2N2O10 in a non-equilibrium geometry, from the OMol25 dataset.

Frontier orbital gap in eV: 9.1
Electronic energy in Eh: -4422.0914
SMILES: C[C@H](F)N(C[C@@H](C)Br)C(=O)OC(=O)NC(=O)F.COCCOC.COCCOC.COCCOC
Lowest unoccupied orbital energy in eV: -0.1

Structure (ORCA input):
```
! RIJCOSX wB97M-V def2-TZVPD def2/J DEFGRID3
* xyz 0 1
C 1.0104 -5.4772 -1.4459
C -0.1519 -4.4721 -0.9689
Br -1.6025 -4.2026 -2.3195
C -0.7389 -4.8227 0.5193
N -1.1717 -3.5222 1.1118
C -0.1008 -2.8582 1.8721
O 0.5027 -3.4049 2.8428
O 0.1922 -1.4912 1.4694
C 1.5244 -1.1333 1.8617
O 2.5344 -1.7956 1.5054
N 1.6303 0.1186 2.6780
C 3.0294 0.5932 2.7271
O 3.8266 -0.0328 3.4681
F 3.4382 1.7285 1.9445
C -2.4548 -3.6155 1.8725
C -3.6202 -3.0958 0.8584
F -2.3753 -2.6554 2.9716
H 1.7163 -5.6632 -0.5617
H 1.5757 -4.9641 -2.2997
H 0.5102 -6.4226 -1.8570
H 0.3477 -3.4315 -0.8423
H -1.6235 -5.5633 0.4104
H 0.0905 -5.3642 1.0929
H 1.0659 0.8122 2.1380
H -2.6634 -4.6874 2.2575
H -3.5902 -3.8043 -0.0507
H -4.6556 -3.0772 1.3430
H -3.3495 -2.0439 0.4725
C -2.1886 0.0678 -2.9850
O -2.3286 0.0951 -1.5717
C -1.1261 0.4858 -0.9136
C -1.1909 1.9392 -0.4521
O -1.2076 2.8333 -1.5658
C -2.5064 3.3444 -1.8287
H -3.1812 -0.0388 -3.4261
H -1.7324 0.9835 -3.3669
H -1.5847 -0.7959 -3.2792
H -0.2556 0.3187 -1.5595
H -1.0210 -0.1564 -0.0359
H -0.2899 2.1651 0.1258
H -2.0593 2.1054 0.1950
H -2.7803 4.0723 -1.0596
H -3.2530 2.5479 -1.8689
H -2.4849 3.8505 -2.7945
C 3.7886 -2.8806 -3.7368
O 3.5636 -1.9210 -2.7142
C 4.2936 -2.2123 -1.5223
C 5.5296 -1.3263 -1.3968
O 6.4937 -1.6390 -2.4034
C 6.4946 -0.6944 -3.4634
H 3.3694 -2.4948 -4.6676
H 4.8529 -3.0746 -3.8859
H 3.2751 -3.8142 -3.4867
H 4.5669 -3.2736 -1.4815
H 3.6266 -2.0049 -0.6814
H 6.0027 -1.5185 -0.4306
H 5.2551 -0.2664 -1.4354
H 6.9443 0.2434 -3.1246
H 5.4859 -0.5072 -3.8387
H 7.0999 -1.0965 -4.2766
C -3.0774 7.4220 3.4126
O -3.7011 6.2082 3.8080
C -4.3230 5.5339 2.7161
C -3.4745 4.3623 2.2302
O -2.2614 4.8175 1.6288
C -1.1427 4.6683 2.4911
H -2.4602 7.7759 4.2400
H -2.4421 7.2861 2.5348
H -3.8404 8.1776 3.2022
H -4.5340 6.2307 1.8962
H -5.2782 5.1473 3.0825
H -4.0303 3.8220 1.4594
H -3.2660 3.6654 3.0494
H -0.8735 3.6105 2.5692
H -1.3418 5.0745 3.4852
H -0.3021 5.2097 2.0556
*
```



The following is a quantum chemistry calculation of a molecular structure, C20H41ClF6GeHgN5O13S2, from the OMol25 dataset.

Energy relative to the best compared isomer or geometry (same formula, charge and spin) in kcal per mole: 45.1
Frontier orbital gap in eV: 7.2
Electronic energy in Eh: -6124.6327
Lowest unoccupied orbital energy in eV: 1.8

Structure (ORCA input):
```
! RIJCOSX wB97M-V def2-TZVPD def2/J DEFGRID3
* xyz -1 1
Hg -0.2162 -0.0673 0.0089
C -1.9275 3.0819 0.0614
C -2.7398 1.9946 0.7493
C -3.6842 1.2948 -0.2209
C -3.5555 2.6052 1.8899
O -1.8516 0.9825 1.2595
Ge -1.0256 0.9582 2.9969
O 0.6149 0.8381 2.0763
C 1.7579 1.6656 2.3288
C 2.1685 1.5154 3.7928
C 1.4133 3.1163 2.0202
C 2.8749 1.1756 1.4160
O -1.0210 -0.9275 3.0463
C -2.0870 -1.6825 3.5982
C -1.6278 -3.1394 3.6356
C -3.3338 -1.5679 2.7201
C -2.3940 -1.2188 5.0243
H -2.5853 3.8420 -0.3676
H -1.2635 3.5722 0.7760
H -1.3081 2.6863 -0.7450
H -4.3614 2.0184 -0.6818
H -3.1238 0.7985 -1.0106
H -4.2741 0.5461 0.3120
H -4.3006 3.2870 1.4738
H -4.0766 1.8300 2.4566
H -2.9229 3.1687 2.5766
H 1.3986 1.9164 4.4556
H 2.3212 0.4607 4.0350
H 3.0987 2.0559 3.9812
H 0.6071 3.4516 2.6811
H 2.2742 3.7723 2.1657
H 1.0862 3.2198 0.9901
H 3.1382 0.1430 1.6661
H 2.5721 1.2379 0.3690
H 3.7657 1.7944 1.5356
H -1.4893 -3.5203 2.6233
H -0.6852 -3.2144 4.1843
H -2.3704 -3.7712 4.1295
H -3.0842 -1.8189 1.6877
H -4.1224 -2.2368 3.0759
H -3.7183 -0.5456 2.7323
H -1.4920 -1.2762 5.6375
H -2.7447 -0.1850 5.0318
H -3.1669 -1.8459 5.4761
N 0.8307 -1.8682 1.0207
C 0.5222 -3.1120 0.3326
C 1.0793 -4.3194 1.0992
C 0.8125 -5.7289 0.5719
C 1.2274 -6.0154 -0.8702
N 0.4937 -5.2667 -1.8894
C -0.8099 -5.3511 -2.0959
N -1.5120 -6.4051 -1.6303
N -1.4059 -4.4759 -2.9137
C -0.9969 -3.1445 -0.0105
O -1.5866 -4.2449 0.0674
O -1.4975 -2.0697 -0.4185
H 1.8230 -1.6955 1.1192
H 0.3548 -1.7618 1.9241
H 1.0288 -3.0314 -0.6351
H 0.6924 -4.2731 2.1201
H 2.1635 -4.1699 1.1734
H -0.2486 -5.9327 0.7094
H 1.3660 -6.4393 1.1930
H 1.1290 -7.0834 -1.0855
H 2.2771 -5.7630 -1.0235
H 0.9363 -4.4369 -2.2503
H -1.1675 -6.8002 -0.7704
H -2.5104 -6.2695 -1.6159
H -0.8894 -3.6467 -3.1754
H -2.3752 -4.2756 -2.7152
F -3.0094 -0.0421 -4.2493
C -1.7591 -0.4905 -4.3552
F -1.7271 -1.7244 -3.8031
F -1.4643 -0.6212 -5.6477
S -0.6024 0.6613 -3.4955
O -1.0796 0.6111 -2.1277
O -0.7532 1.8800 -4.2102
N 0.7229 -0.1001 -3.7689
S 1.9796 -0.4463 -2.9319
O 3.1677 0.2538 -3.2737
O 1.7364 -0.7576 -1.5384
C 2.2617 -2.1233 -3.6569
F 1.1507 -2.9092 -3.5367
F 3.2400 -2.7581 -3.0029
F 2.5666 -2.0895 -4.9445
O 2.0754 3.6231 -3.1107
Cl 1.8452 3.3561 -1.7223
O 3.0803 3.3960 -0.9824
O 0.9148 4.3086 -1.1691
O 1.2663 2.0149 -1.5816
*
```



The following is a quantum chemistry calculation of a molecular structure, C20H41GeIrN2O5S, from the OMol25 dataset.

Energy relative to the best compared isomer or geometry (same formula, charge and spin) in kcal per mole: 1.1
⟨S²⟩: 8.763
Frontier orbital gap (alpha / beta) in eV: 6.4 / 6.3
Electronic energy in Eh: -3851.4413
Lowest unoccupied orbital energy (alpha / beta) in eV: -2.3 / -4.9

Structure (ORCA input):
```
! RIJCOSX wB97M-V def2-TZVPD def2/J DEFGRID3
* xyz 1 6
Ir -0.2616 0.1653 -1.5636
C -0.6864 2.2179 3.5996
C -0.0544 0.9879 2.9548
C 1.4339 1.2232 2.7263
C -0.2768 -0.2254 3.8533
O -0.6706 0.6788 1.6968
Ge -1.6397 1.8564 0.7063
O -0.1731 2.0443 -0.6903
C 0.3210 3.3028 -1.2350
C 1.1196 2.9974 -2.4910
C -0.8569 4.2171 -1.5436
C 1.2136 3.9118 -0.1616
O -2.0915 0.3690 -0.5277
C -3.1000 -0.6690 -0.2993
C -3.6687 -0.5183 1.1031
C -4.1734 -0.4445 -1.3553
C -2.4458 -2.0281 -0.4692
H -0.2501 2.3997 4.5816
H -1.7612 2.0799 3.7257
H -0.5196 3.1153 2.9994
H 1.9481 1.3652 3.6776
H 1.5964 2.1112 2.1155
H 1.8759 0.3701 2.2136
H 0.2133 -0.0893 4.8175
H 0.1198 -1.1221 3.3804
H -1.3413 -0.3777 4.0292
H 0.4851 2.6311 -3.2987
H 1.8882 2.2470 -2.2877
H 1.6222 3.9050 -2.8250
H -1.5489 3.7399 -2.2353
H -0.4922 5.1340 -2.0070
H -1.3996 4.4913 -0.6392
H 2.0875 3.2865 0.0183
H 0.6685 4.0307 0.7765
H 1.5536 4.8985 -0.4768
H -4.1592 0.4493 1.2275
H -2.8858 -0.6232 1.8514
H -4.4192 -1.2898 1.2754
H -4.5464 0.5781 -1.3084
H -5.0104 -1.1216 -1.1876
H -3.7768 -0.6271 -2.3539
H -1.7147 -2.2134 0.3149
H -1.9590 -2.1084 -1.4474
H -3.2063 -2.8077 -0.4254
C -2.6551 1.5203 -3.7329
O -1.9127 0.4078 -4.2007
C -0.6880 0.2124 -3.6604
C 0.2376 -0.5743 -4.5293
H -3.6859 1.3725 -4.0480
H -2.2669 2.4413 -4.1771
H -2.6161 1.5914 -2.6422
H -0.0819 -0.4611 -5.5677
H 0.2596 -1.6450 -4.2956
H 1.2653 -0.2129 -4.4461
O 1.8677 -1.8810 -1.8709
C 1.1654 -1.3371 -1.0909
C 2.8738 -3.0243 3.2662
N 3.1538 -3.4483 1.9143
C 4.1792 -4.4522 1.6261
C 4.1390 -4.5525 0.0933
N 2.8892 -3.8606 -0.2317
C 2.4454 -3.1701 0.8246
S 1.1207 -2.0608 0.7958
H 3.8013 -2.6956 3.7335
H 2.4519 -3.8489 3.8434
H 2.1699 -2.1964 3.2463
H 3.9190 -5.3952 2.1130
H 5.1428 -4.1150 2.0079
H 4.0967 -5.5851 -0.2472
H 4.9856 -4.0556 -0.3809
H 2.6859 -3.5125 -1.1584
*
```



The following is a quantum chemistry calculation of a molecular structure, C20H41NO15 in a non-equilibrium geometry, from the OMol25 dataset.

Frontier orbital gap in eV: 8.8
Electronic energy in Eh: -1969.2128
Lowest unoccupied orbital energy in eV: 0.5

Structure (ORCA input):
```
! RIJCOSX wB97M-V def2-TZVPD def2/J DEFGRID3
* xyz 0 1
C -5.3374 6.0375 -4.8897
O -4.4803 5.9606 -3.7990
C -3.4891 4.9070 -3.9833
C -3.9545 3.4230 -3.5716
O -3.0305 2.5000 -2.9372
C -3.8134 1.3595 -2.5657
C -2.9480 0.1576 -1.9896
O -2.4347 0.4578 -0.6517
C -1.2075 -0.2069 -0.3223
H -5.9008 5.1341 -5.1235
H -4.6453 6.3246 -5.6813
H -6.0109 6.8429 -4.5967
H -2.6092 5.1293 -3.3796
H -3.0430 5.0168 -4.9718
H -4.1308 3.0044 -4.5625
H -4.9716 3.4642 -3.1818
H -4.3235 0.9877 -3.4543
H -4.5815 1.5135 -1.8079
H -2.2465 -0.0631 -2.7942
H -3.6622 -0.6622 -1.9123
H -1.0367 -0.2135 0.7542
H -0.3724 0.2763 -0.8297
H -1.2936 -1.2509 -0.6236
C -0.0085 0.9223 1.3435
O 0.5040 0.9991 2.6472
C 0.3202 -0.0520 3.4900
O -0.3887 -1.0364 3.3571
O 1.0622 0.1851 4.5520
C 0.9647 -0.6606 5.7168
H -1.0695 1.1522 1.4409
H 0.1942 -0.0557 0.9072
H 0.4139 1.6677 0.6695
H 1.3754 -1.6248 5.4172
H -0.0698 -0.8697 5.9890
H 1.4834 -0.1582 6.5333
C -3.5189 -1.6772 0.5083
O -3.5333 -1.3482 -0.8748
C -3.0069 -2.2746 -1.7258
O -2.3408 -3.2847 -1.3578
O -3.5080 -2.1747 -2.8810
C -3.6099 -3.2281 -3.7338
H -3.9018 -0.7706 0.9770
H -2.5037 -1.8282 0.8751
H -4.1011 -2.5398 0.8324
H -4.5095 -3.0901 -4.3336
H -3.6868 -4.1826 -3.2131
H -2.7388 -3.2340 -4.3890
C 4.0792 2.6057 0.8599
O 3.2838 2.0192 1.8995
C 3.5295 0.7566 2.2241
O 4.4303 0.0821 1.6529
O 2.6906 0.3593 3.2251
C 3.0568 -0.8673 3.7725
H 5.0718 2.6446 1.3087
H 3.7448 3.6244 0.6636
H 4.0539 2.2197 -0.1592
H 4.1305 -1.0545 3.7570
H 2.6192 -1.6471 3.1491
H 2.8142 -1.1910 4.7847
C 3.7689 -2.1748 1.2565
O 4.9485 -2.7691 0.6854
C 6.1233 -2.3672 1.0898
O 6.2884 -1.5088 1.9553
O 7.0159 -2.9187 0.1833
C 8.3739 -2.4812 0.2808
H 2.9032 -2.4373 0.6484
H 3.6595 -1.0928 1.3300
H 3.6947 -2.6184 2.2494
H 9.0057 -3.1099 0.9081
H 8.5468 -1.4317 0.5193
H 8.5791 -2.6946 -0.7682
C -0.5909 -2.1832 1.0137
C 0.8251 -2.0973 1.3839
N 1.9391 -1.9899 1.5294
H -0.9334 -1.5836 0.1703
H -1.1626 -1.8266 1.8705
H -0.7888 -3.2031 0.6836
*
```



The following is a quantum chemistry calculation of 5 unconnected molecules or ions with the total composition C20H41NO6PS in a non-equilibrium geometry, from the OMol25 dataset.

Frontier orbital gap in eV: 6.9
Electronic energy in Eh: -2032.1398
Lowest unoccupied orbital energy in eV: -4.5

Structure (ORCA input):
```
! RIJCOSX wB97M-V def2-TZVPD def2/J DEFGRID3
* xyz 1 1
O 2.7006 3.8152 -0.8345
P 1.2265 3.8710 -1.4230
O 1.0657 5.2764 -2.0974
S -0.1173 3.3269 -0.1793
C 1.2174 2.6144 -2.7509
N 0.1620 2.0511 -3.1581
C 0.4508 0.9873 -4.1497
C 1.8083 0.5943 -3.5855
C 2.3887 2.0393 -3.4760
H 3.0644 2.9290 -1.0095
H 1.6276 5.9128 -1.6106
H -0.7685 2.2687 -2.8063
H 0.4656 1.3841 -5.1476
H -0.2376 0.1748 -3.9752
H 1.6593 0.3476 -2.5493
H 2.3882 -0.1314 -4.1214
H 3.3543 2.1622 -3.0271
H 2.2703 2.4493 -4.4754
C 4.7477 -2.6795 -0.9936
C 4.3022 -2.0419 0.3216
C 4.1440 -0.5845 -0.0793
O 3.7502 -0.5832 -1.4641
C 3.9306 -1.8990 -2.0112
H 4.5665 -3.7509 -1.0437
H 5.8138 -2.5064 -1.1547
H 3.3453 -2.4522 0.6336
H 5.0079 -2.1798 1.1370
H 5.0896 -0.0392 0.0078
H 3.3872 -0.0644 0.5113
H 2.9424 -2.3512 -2.1551
H 4.4221 -1.8209 -2.9822
C -3.5591 0.8040 3.3394
C -3.9095 2.2903 3.3504
C -2.8579 2.8668 2.4119
O -2.5634 1.8400 1.4544
C -3.1316 0.6024 1.8940
H -4.3826 0.1555 3.6311
H -2.7194 0.6120 4.0110
H -4.9073 2.4410 2.9336
H -3.8838 2.7406 4.3406
H -1.9358 3.1127 2.9496
H -3.2006 3.7590 1.8873
H -3.9936 0.3770 1.2553
H -2.3965 -0.1953 1.7772
C -4.3531 1.0953 -2.1859
C -3.8963 -0.2166 -2.8215
C -4.6441 -1.2426 -1.9786
O -5.8577 -0.6160 -1.5675
C -5.8038 0.7849 -1.8446
H -4.2485 1.9618 -2.8390
H -3.7830 1.2847 -1.2715
H -4.2301 -0.2656 -3.8604
H -2.8152 -0.3661 -2.8037
H -4.0724 -1.5125 -1.0833
H -4.8774 -2.1549 -2.5272
H -6.4653 0.9967 -2.6908
H -6.1641 1.3386 -0.9779
C 1.6936 -4.0458 4.6985
C 1.3734 -2.5545 4.7526
C 2.3690 -1.9879 3.7502
O 2.5764 -3.0052 2.7634
C 2.0122 -4.2409 3.2232
H 0.8810 -4.6828 5.0417
H 2.5748 -4.2607 5.3060
H 0.3512 -2.3792 4.4092
H 1.4781 -2.1177 5.7437
H 3.3303 -1.7673 4.2261
H 2.0088 -1.0810 3.2614
H 1.1047 -4.4426 2.6444
H 2.7226 -5.0480 3.0450
*
```